Formula: C20H17ClF4N4O4S
Source: OMol25
Level of theory: ωB97M-V/def2-TZVPD

As for the spin multiplicity: 1. Its SMILES is NC(=O)[C@@H](CCC(F)(F)F)N(Cc1ccc(-c2ncon2)cc1F)S(=O)(=O)c1ccc(Cl)cc1. The value obtained for the HOMO energy is -9.27 eV. The total charge is 0. For the gap between HOMO and LUMO, the calculation gives 9.21 eV. The LUMO energy comes out at -0.1 eV.

Each line ends with the natural charge from an NBO analysis.
Atoms and positions in Å:
N  0.823  -3.029  0.926  -0.833
C  -0.222  -2.857  0.102  0.669
O  -1.380  -2.988  0.436  -0.632
C  0.208  -2.436  -1.320  -0.128
C  -0.890  -2.747  -2.336  -0.412
C  -1.073  -4.260  -2.474  -0.489
C  -2.096  -4.576  -3.546  0.983
F  -3.293  -4.026  -3.301  -0.327
F  -2.298  -5.896  -3.673  -0.326
F  -1.719  -4.133  -4.757  -0.333
N  0.622  -1.040  -1.280  -0.696
C  -0.183  0.070  -1.746  -0.260
C  -0.624  0.949  -0.602  -0.110
C  -1.340  0.435  0.476  -0.201
C  -1.667  1.227  1.558  -0.179
C  -1.296  2.570  1.578  -0.088
C  -1.573  3.405  2.729  0.288
N  -1.287  4.746  2.767  -0.484
C  -1.661  5.083  3.955  0.354
O  -2.153  4.065  4.656  -0.260
N  -2.092  2.976  3.852  -0.138
C  -0.625  3.120  0.491  -0.264
C  -0.302  2.302  -0.571  0.465
F  0.374  2.841  -1.608  -0.335
S  2.249  -0.704  -1.160  2.341
O  2.758  -0.167  -2.384  -0.924
O  2.870  -1.893  -0.633  -0.967
C  2.285  0.576  0.091  -0.353
C  1.739  0.313  1.334  -0.181
C  1.709  1.310  2.291  -0.178
C  2.231  2.561  1.983  -0.032
Cl  2.142  3.815  3.156  0.031
C  2.804  2.815  0.745  -0.241
C  2.829  1.810  -0.207  -0.159
H  0.661  -3.304  1.882  0.405
H  1.765  -2.868  0.590  0.433
H  1.108  -3.004  -1.579  0.236
H  -0.623  -2.322  -3.305  0.229
H  -1.835  -2.321  -1.991  0.236
H  -0.139  -4.748  -2.758  0.228
H  -1.433  -4.685  -1.535  0.250
H  0.429  0.647  -2.447  0.244
H  -1.060  -0.297  -2.280  0.238
H  -1.629  -0.604  0.467  0.241
H  -2.207  0.821  2.398  0.237
H  -1.612  6.056  4.400  0.207
H  -0.351  4.162  0.487  0.253
H  1.328  -0.662  1.540  0.242
H  1.274  1.129  3.262  0.230
H  3.211  3.790  0.526  0.238
H  3.247  1.973  -1.187  0.253